DFT (the ωB97M-V functional and the def2-TZVPD basis) results for C4H5NO2 as an isolated structure at a distorted geometry.

Properties
- ΔE to the lowest compared entry with this formula, charge and spin: 90.5 kcal per mole
- HOMO energy (alpha / beta): -8.61 / -8.61 eV

```
12
C4H5NO2 the ωB97M-V functional and the def2-TZVPD basis
O 1.120 2.300 0.552
O -1.348 -0.277 1.157
N 1.152 0.038 0.183
C 0.377 -0.946 -0.512
C 0.533 1.234 0.450
C -0.919 1.000 0.452
C -1.024 -0.876 0.000
H 2.144 0.081 0.042
H 0.209 -0.699 -1.578
H -1.611 -1.784 -0.325
H -1.511 1.849 0.075
H 0.876 -1.920 -0.494
```

***

DFT (the ωB97M-V functional and the def2-TZVPD basis) results for one molecule with the formula C4H5NO at a distorted geometry.

Properties
- ΔE to the lowest compared entry with this formula, charge and spin: 31.1 kcal per mole
- SMILES string: C=C[C@H](O)C#N
- HOMO energy: -10.65 eV

```
11
C4H5NO the ωB97M-V functional and the def2-TZVPD basis
O -1.142 0.204 -1.192
N -0.324 -2.893 -0.078
C 0.065 -0.376 -0.766
C 0.717 0.304 0.421
C 0.230 1.394 0.996
C -0.130 -1.806 -0.422
H -1.841 -0.056 -0.576
H -0.681 1.861 0.631
H 0.734 1.857 1.838
H 1.631 -0.171 0.775
H 0.742 -0.317 -1.627
```

***

DFT (the ωB97M-V functional and the def2-TZVPD basis) results for a 17-piece molecular cluster, C48H137N7O27 overall at a distorted geometry.

Properties
- ΔE to the lowest compared entry with this formula, charge and spin: 180.3 kcal per mole
- HOMO energy: -8.65 eV

```
219
C48H137N7O27 the ωB97M-V functional and the def2-TZVPD basis
O 0.629 -6.543 -3.821
O -0.926 3.165 -2.547
O 3.995 -2.947 4.109
O 6.038 5.982 3.758
O -3.589 5.569 2.809
O -2.571 1.044 -2.739
O -5.055 -0.019 3.496
O -0.717 0.036 3.628
O 4.262 -2.577 -6.353
O -0.748 -2.824 2.161
O 3.900 -2.404 6.755
O 0.889 -0.910 1.226
O -7.588 -2.134 -6.165
O -1.080 -1.200 -0.673
O -4.974 -0.441 -1.877
O 4.199 4.220 -5.135
O -4.681 2.806 2.614
O -0.026 5.450 -4.185
O 1.727 1.306 6.686
O -0.350 7.496 -1.062
O -0.176 -1.812 7.171
O 5.601 -2.267 2.036
O 5.217 -1.185 -4.030
O -2.431 -4.518 -3.811
O 5.454 -0.673 5.041
O 1.578 -3.690 5.556
O 2.898 -2.320 0.134
N 2.389 -4.991 -0.989
N -1.821 5.477 0.302
N -7.409 -2.265 1.809
N -6.766 -1.113 -3.663
N 3.013 2.818 -2.707
N -3.095 -1.593 -4.309
N 3.318 4.638 5.628
C 4.989 -0.170 6.256
C 1.338 -5.830 -1.535
C 2.951 -3.771 3.508
C -5.785 0.367 4.641
C 0.328 0.220 0.505
C -1.161 -2.364 3.519
C 4.793 -1.392 7.253
C 0.154 4.434 1.049
C -0.549 3.019 -3.897
C -5.331 -2.892 2.832
C -1.810 -0.890 3.459
C 2.186 -4.550 4.623
C -7.419 -3.073 -5.074
C 0.260 6.232 -0.719
C 0.129 -5.369 -0.735
C -6.137 -3.310 -2.768
C 4.890 3.229 -1.420
C -0.367 5.717 0.531
C 3.840 -1.361 -4.153
C 0.227 -0.574 6.651
C -6.458 -1.889 -7.110
C 4.576 4.519 4.952
C 1.234 -7.882 -4.013
C -3.402 1.359 -1.680
C -2.779 -5.947 -3.835
C 4.459 3.483 3.838
C -6.367 -2.482 -4.072
C 4.192 3.609 -2.747
C -0.693 -2.241 -3.843
C -4.887 1.002 -1.820
C 6.015 6.348 2.435
C 3.709 5.512 -4.975
C -2.195 -3.951 -5.095
C 1.284 -5.605 -3.082
C 4.803 5.938 4.446
C -6.444 -1.830 2.790
C -3.299 3.174 2.621
C 3.709 -2.676 -5.032
C 4.943 3.571 -4.025
C -1.878 -2.424 -4.816
C 0.387 8.184 -2.013
C 5.318 -2.735 0.658
C 4.247 -1.844 -0.063
C -5.835 -0.488 2.384
C 1.331 0.232 7.482
C -0.077 -0.256 -0.849
C -3.039 4.472 3.560
C -0.883 4.325 -4.582
H 0.197 -2.507 6.624
H -0.531 0.630 1.036
H 2.549 3.002 -3.585
H -2.944 3.117 1.592
H -1.481 2.404 -2.364
H 0.747 -0.801 5.720
H -2.901 0.222 -3.108
H 5.670 7.381 2.401
H 4.543 2.470 4.231
H -0.752 4.224 -5.659
H -5.367 -2.458 -4.507
H 5.893 3.645 -1.511
H -0.392 -2.410 4.290
H -3.536 4.305 4.517
H -6.207 -0.401 5.289
H 4.314 -0.986 8.144
H 4.478 3.592 -0.478
H 5.152 2.191 -1.218
H -5.083 -0.503 1.596
H 6.343 -1.670 1.918
H 2.309 3.278 -2.147
H 5.147 2.513 -4.190
H 3.408 -0.430 -4.521
H -1.063 -2.716 -2.935
H 2.774 -3.162 -0.311
H 2.246 -3.027 5.746
H 1.484 -8.475 -3.134
H 2.841 5.495 5.387
H 4.080 0.430 6.265
H -3.912 -1.760 -4.878
H 0.558 -8.441 -4.661
H 2.870 5.362 -4.295
H -1.600 -1.903 -5.732
H 2.305 -5.538 -3.457
H 0.166 -4.442 -0.163
H 2.156 -3.328 2.907
H 3.491 3.598 3.351
H 3.596 -4.454 2.954
H 2.709 -5.453 -0.150
H -5.593 -0.626 -2.588
H -2.130 6.290 -0.210
H -0.314 8.889 -2.461
H -3.737 -6.263 -4.250
H -4.516 -2.593 3.491
H -0.119 -2.255 1.710
H -7.006 -4.036 -5.374
H -1.784 4.775 -0.423
H -0.094 -6.186 -0.047
H 4.416 -0.810 0.240
H 0.513 2.828 -4.049
H 2.119 -0.473 7.744
H 1.601 -6.845 -1.238
H 5.705 -1.902 7.562
H 5.626 -1.267 -4.894
H -0.273 3.530 0.616
H -6.663 -1.034 -7.753
H 4.810 -3.696 0.588
H -3.300 2.440 -1.583
H -0.155 6.531 1.225
H 4.134 -2.608 5.847
H -0.441 6.018 -3.532
H 3.319 -1.574 -3.220
H -2.514 -6.177 -2.803
H 1.431 -5.200 4.179
H -5.909 -4.339 -3.047
H 0.067 4.324 2.130
H 5.863 4.153 -3.964
H -1.262 -4.419 -5.410
H 4.313 -3.420 -4.512
H -3.185 -2.089 -3.434
H -1.111 2.164 -4.274
H -4.836 -3.031 1.871
H -6.223 -2.679 -7.823
H -5.730 -3.883 3.047
H -2.994 -4.210 -5.789
H 1.681 -1.351 0.909
H 3.271 5.874 -5.904
H -1.996 -6.596 -4.227
H -2.012 4.549 3.918
H -6.914 -0.500 -4.452
H -0.689 -1.925 -0.181
H -0.489 -1.227 -3.498
H 0.748 -4.709 -3.397
H -5.540 -1.524 -6.649
H 0.216 -2.654 -4.278
H -6.528 0.243 1.967
H 0.219 5.453 -1.480
H 2.554 1.630 7.050
H 7.030 6.092 2.128
H -0.597 0.001 6.228
H 3.951 4.656 -2.567
H 5.267 3.540 3.108
H 4.879 6.747 5.172
H -7.247 -3.260 1.861
H -5.409 1.398 -2.691
H -1.894 4.682 -4.385
H -7.674 -1.101 -3.221
H 0.758 0.587 8.340
H -0.735 -5.368 -1.399
H -5.306 1.329 -0.869
H 3.894 6.294 3.961
H 0.799 -0.623 -1.384
H 2.204 -7.717 -4.482
H -7.056 -3.410 -2.191
H 2.711 -3.111 -5.082
H 6.284 -2.751 0.154
H -2.622 2.464 3.096
H 4.465 -1.775 -1.129
H 1.015 1.054 0.359
H 2.898 -5.291 4.987
H -2.602 -0.741 4.193
H 4.481 -2.613 3.351
H -5.217 1.030 5.294
H -3.226 5.540 1.921
H 2.754 3.805 5.719
H 0.934 7.542 -2.703
H 4.419 6.169 -4.473
H 1.289 6.439 -0.424
H -8.380 -3.368 -4.654
H -2.042 -2.961 3.757
H -2.947 0.931 -0.788
H -0.297 0.638 -1.432
H -2.291 -0.687 2.502
H -7.030 -1.664 3.694
H 5.769 0.533 6.550
H 1.117 8.799 -1.487
H -4.860 1.986 3.081
H 1.224 4.513 0.856
H -5.272 -2.958 -2.206
H 4.649 -3.395 -6.672
H -6.565 1.097 4.428
H 4.699 -1.148 4.685
H 5.321 4.216 5.688
H 5.271 5.739 1.923
H -0.271 0.031 2.778
H 3.165 -5.093 -1.628
H -7.116 -2.132 0.852
```

***

Number 1: DFT total energy -9810.38869 eV. Number 2: DFT total energy -7765.17765 eV. Number 3: DFT total energy -117695.81008 eV.